1.
Here is a single C5H10NP molecule at a distorted geometry from OMol25. Energies are from ωB97M-V with the def2-TZVPD basis set.

Cartesian coordinates (Å):
C 1.75213 1.88660 0.09405
C 0.77524 1.35759 0.80301
N -0.05256 0.28850 0.15698
C 0.56974 -0.94228 -0.13757
C 1.81783 -1.38121 0.09885
P -1.70330 0.34290 0.57648
C -2.49049 -0.37442 -1.00234
H 2.27525 2.70099 0.51561
H 2.02490 1.61126 -0.88173
H 0.51091 1.70609 1.81597
H -0.16789 -1.54988 -0.54032
H 2.12320 -2.50323 -0.12047
H 2.51115 -0.92282 0.86595
H -1.75394 -0.82058 1.40925
H -2.46459 0.40766 -1.73646
H -3.47212 -0.36466 -0.57683
H -2.25546 -1.44253 -1.34044

SMILES	C=CN(C=C)PC

Results of the Löwdin charge analysis, in e, for atoms 1 through 4: 0.010, -0.222, -0.404, -0.282

---

2.
Here is a molecular structure, C5H10NS at a distorted geometry from OMol25. Energies are from ωB97M-V with the def2-TZVPD basis set.

Cartesian coordinates (Å):
C -0.04645 -0.30661 1.68427
C -0.05270 0.74234 2.54696
C -0.21691 0.40295 0.48562
C 2.07164 -0.51681 -0.39915
C -0.93051 -0.04012 -1.90198
N -1.26010 0.05450 -0.46521
S 0.06423 1.99757 1.35761
H 0.05639 -1.36043 1.81013
H 0.27657 0.55517 3.55669
H 1.42388 -1.36196 -0.40857
H 2.67197 -0.31687 0.44974
H 2.07867 0.16374 -1.22137
H -1.42579 -0.81562 -2.45640
H -1.21134 0.98380 -2.38470
H 0.09796 -0.06771 -2.06185
H -1.55264 -0.84713 -0.17087
H -2.04488 0.73318 -0.42090

net charge	+1

Results of the Löwdin charge analysis, in e, for atoms 1 through 4: -0.267, -0.368, -0.526, 0.241

---

How do the records compare in ΔE to the lowest compared entry with this formula, charge and spin? In the order shown, they have 134.0, 650.1 kJ/mol.
How do the records compare in HOMO? In the order shown, they have -0.30067, -0.44837 hartree.
How do the records compare in DFT total energy? In the order shown, they have -16123.5198, -17659.5845 eV.